Entry from OMol25: a 7-piece molecular cluster, C36H79IN4O12P overall in a non-equilibrium geometry (ωB97M-V with the def2-TZVPD basis set).

Calculated values
Lowest unoccupied orbital energy, Ha: -0.158
Total charge: +1
HOMO energy, eV: -11.114
F_max, eV Å⁻¹: 8.91
Gap between HOMO and LUMO, hartree: 0.250

Each line ends with the Löwdin charge.
Element x y z (Å)
1 C 3.9035 -1.0182 1.2596  -0.13
2 O 2.6210 -1.5952 0.7950  -0.27
3 C 2.7562 -2.2134 -0.5396  -0.22
4 C 1.4135 -2.1088 -1.4807  -0.18
5 C 0.2956 -3.2803 -1.2231  -0.20
6 C -0.6366 -3.0634 0.1151  -0.17
7 C -1.3497 -1.5943 -0.0276  -0.22
8 C -2.8231 -1.4617 0.6773  -0.18
9 C -3.5383 -0.1183 0.0692  -0.17
10 C -2.5060 1.1571 -0.1717  0.00
11 C -2.3133 1.7163 -1.7368  -0.07
12 C -3.0248 1.0620 -3.0607  -0.11
13 C -4.3403 2.0237 -3.4398  -0.30
14 O -4.4829 3.2913 -3.0431  -0.06
15 N -5.4240 1.3140 -4.2685  -0.21
16 C -6.2888 0.6220 -3.2084  -0.11
17 C -6.3369 2.3109 -4.9507  -0.12
18 C -1.3173 3.0441 -1.9472  -0.37
19 I -1.1673 3.7704 -4.0542  0.94
20 N -0.5596 3.7095 -0.7785  -0.08
21 C 0.3320 4.9097 -0.9977  -0.18
22 C 1.9563 4.5147 -0.9488  -0.14
23 C 2.7030 4.8129 -2.4118  -0.13
24 C 3.4733 3.4101 -2.8814  -0.19
25 O 4.4672 3.0217 -1.8669  -0.14
26 C 5.2711 1.8639 -2.2987  -0.11
27 O 4.7439 0.8106 -2.9699  -0.07
28 C -0.6630 3.1854 0.6746  0.01
29 C 0.1815 3.8276 1.9391  -0.14
30 C 1.3182 2.8048 2.5730  -0.24
31 N 2.4715 2.5053 1.6324  -0.03
32 C -1.6593 1.8975 1.0714  -0.08
33 P -1.8956 1.1454 2.7996  0.74
34 N -1.4710 2.0647 4.0600  -0.19
35 O -0.8103 -0.2611 2.8742  -0.24
36 O -3.5749 0.6931 3.1730  -0.23
37 H 4.1010 -1.2123 2.4138  0.10
38 H 4.8368 -1.4996 0.7019  0.10
39 H 3.9542 0.1493 1.0625  0.09
40 H 3.1687 -3.3267 -0.5087  0.14
41 H 3.6020 -1.5875 -1.1035  0.12
42 H 1.0045 -1.0128 -1.4114  0.10
43 H 1.7906 -2.2531 -2.6041  0.12
44 H 0.8368 -4.3215 -1.2736  0.12
45 H -0.4407 -3.2481 -2.1611  0.10
46 H -0.0124 -3.1638 1.1193  0.13
47 H -1.4615 -3.8941 0.1395  0.11
48 H -1.5260 -1.4240 -1.1961  0.12
49 H -0.5642 -0.7903 0.2973  0.09
50 H -2.8310 -1.5493 1.8438  0.10
51 H -3.4645 -2.3866 0.2793  0.14
52 H -4.4117 0.3201 0.7563  0.13
53 H -4.0993 -0.4647 -0.9084  0.10
54 H -3.4691 -0.0123 -2.9182  0.10
55 H -2.2913 0.9500 -3.9977  0.11
56 H -7.4317 0.7773 -3.4126  0.11
57 H -6.0347 1.1551 -2.1731  0.11
58 H -5.9615 -0.5027 -3.0944  0.10
59 H -6.9210 2.8882 -4.1164  0.10
60 H -7.1520 1.6653 -5.5334  0.12
61 H -5.7431 2.9931 -5.6980  0.11
62 H 0.0424 5.6894 -0.1394  0.14
63 H 0.1842 5.4940 -1.9929  0.09
64 H 1.9667 3.3264 -0.8484  0.10
65 H 2.5280 5.0358 -0.0707  0.12
66 H 1.9522 5.1263 -3.2558  0.10
67 H 3.5228 5.6471 -2.3475  0.10
68 H 3.9297 3.4873 -3.9575  0.14
69 H 2.6685 2.5367 -2.9234  0.13
70 H 6.4287 1.7604 -2.0330  0.18
71 H 0.7682 4.8113 1.7054  0.10
72 H -0.6447 4.1584 2.7353  0.13
73 H 1.8013 3.3386 3.5252  0.14
74 H 0.9019 1.7801 2.9416  0.08
75 H 2.1797 1.9304 0.8121  0.06
76 H 3.0057 3.3599 1.3628  0.07
77 H -2.2881 2.1814 4.6978  0.01
78 H -0.0143 -0.0862 2.2858  0.06
79 H -3.5223 -0.2306 3.5661  0.09
80 C -2.2660 -7.6151 0.8097  -0.10
81 C -2.3636 -6.7525 2.0508  -0.32
82 O -3.1870 -5.6244 1.7940  -0.10
83 H -1.8512 -7.0418 -0.0258  0.07
84 H -1.6308 -8.4870 0.9897  0.08
85 H -3.2576 -7.9595 0.4983  0.04
86 H -1.3735 -6.3925 2.3457  0.11
87 H -2.7897 -7.3150 2.8873  0.10
88 H -4.0662 -5.9548 1.5411  0.08
89 C 0.6545 2.7659 7.0781  -0.10
90 C 1.6743 1.6464 7.0505  -0.33
91 O 1.0149 0.3915 6.9682  -0.09
92 H -0.0207 2.6504 7.9323  0.08
93 H 1.1467 3.7402 7.1461  0.07
94 H 0.0335 2.7466 6.1765  0.04
95 H 2.2779 1.6558 7.9629  0.11
96 H 2.3451 1.7476 6.1918  0.10
97 H 0.4883 0.3902 6.1504  0.07
98 C 6.1520 8.7614 -3.0110  -0.09
99 C 4.7662 8.2811 -3.3892  -0.33
100 O 3.9683 8.1356 -2.2236  -0.11
101 H 6.6306 8.0543 -2.3257  0.08
102 H 6.7813 8.8743 -3.8983  0.08
103 H 6.1000 9.7234 -2.4907  0.08
104 H 4.8210 7.3095 -3.8891  0.11
105 H 4.2760 8.9893 -4.0642  0.11
106 H 3.9190 9.0057 -1.7917  0.09
107 C -6.1686 -10.7462 2.3902  -0.09
108 C -4.9076 -9.9084 2.4349  -0.32
109 O -4.7318 -9.2302 1.1998  -0.11
110 H -6.1168 -11.4763 1.5758  0.08
111 H -6.3163 -11.2793 3.3336  0.08
112 H -7.0447 -10.1179 2.1992  0.07
113 H -4.0324 -10.5425 2.6040  0.12
114 H -4.9572 -9.1672 3.2385  0.11
115 H -5.5103 -8.6634 1.0631  0.10
116 C -1.1745 -2.6520 -5.9203  -0.09
117 C -1.7236 -3.6900 -4.9637  -0.32
118 O -2.2645 -3.0534 -3.8154  -0.12
119 H -0.3977 -2.0531 -5.4338  0.07
120 H -0.7496 -3.1268 -6.8092  0.08
121 H -1.9619 -1.9585 -6.2333  0.07
122 H -0.9292 -4.3673 -4.6365  0.12
123 H -2.5101 -4.2845 -5.4388  0.11
124 H -2.9746 -2.4606 -4.1160  0.08
125 C 7.6544 0.7413 3.6079  -0.09
126 C 6.4003 -0.0995 3.4890  -0.33
127 O 6.5780 -1.0979 2.4950  -0.11
128 H 7.8915 1.2163 2.6502  0.08
129 H 7.5321 1.5189 4.3672  0.08
130 H 8.5143 0.1188 3.8759  0.08
131 H 5.5482 0.5226 3.1996  0.10
132 H 6.1639 -0.5883 4.4392  0.11
133 H 7.3316 -1.6501 2.7656  0.10